# 1
ORCA calculation (ωB97M-V/def2-TZVPD) on a 2-piece molecular cluster, C25H42F2N4O6S2 overall in a non-equilibrium geometry.

The geometry in XYZ format:
```
81
Properties=species:S:1:pos:R:3
C -3.2317 -6.8211 -3.0366
C -2.7093 -6.3601 -1.6663
O -1.7140 -7.1948 -1.1134
C -0.4006 -6.8664 -1.5236
C 0.5093 -6.4726 -0.3462
O -0.1688 -5.7366 0.6514
C 0.6228 -4.7336 1.2807
C -0.2995 -3.5440 1.6386
O 0.3116 -2.2913 1.3510
C -0.6274 -1.2610 1.0999
C -0.1396 -0.2269 0.0454
C 1.2552 0.2093 0.5775
N 1.1554 0.9652 1.8414
C 2.0198 0.3981 2.8892
N 0.1571 -0.8697 -1.2483
C -0.5172 -1.8781 -1.6109
C -2.0256 -1.9947 -1.7126
C 0.2697 -3.1115 -2.0477
O -1.1390 0.7722 0.1122
C -1.2373 1.7719 -0.8691
C -1.7786 1.3424 -2.2511
C -0.0302 2.7490 -0.9607
C 0.9089 2.4202 -2.1332
C 0.6080 3.1368 -3.4827
N -0.4941 4.1737 -0.9482
N -1.1064 4.4441 0.3478
C -2.2143 4.8995 0.2464
S -3.6501 5.4089 -0.0095
S 0.8933 5.2159 -0.9361
O 1.0778 5.8419 -2.1767
O 2.0243 4.6136 -0.3386
F 0.4508 6.3654 0.0454
H -2.7689 -6.2793 -3.8658
H -3.1763 -7.9004 -3.1827
H -4.2959 -6.5607 -3.0905
H -2.3497 -5.3258 -1.7444
H -3.5489 -6.3404 -0.9655
H -0.4038 -6.1231 -2.3279
H 0.0364 -7.7759 -1.9606
H 0.8617 -7.4156 0.0975
H 1.3858 -5.9629 -0.7672
H 0.9614 -5.1438 2.2419
H 1.4739 -4.3925 0.6871
H -1.2419 -3.7025 1.0983
H -0.5516 -3.5584 2.7089
H -0.6990 -0.6616 2.0217
H -1.6464 -1.6087 0.9041
H 1.9474 -0.6305 0.6272
H 1.6920 0.9014 -0.1528
H 1.5249 1.8919 1.6583
H 3.0931 0.4482 2.6537
H 1.6794 -0.6143 3.1102
H 1.8879 1.0168 3.7846
H -2.3475 -1.8874 -2.7511
H -2.3030 -3.0144 -1.4146
H -2.5204 -1.3115 -1.0228
H -0.3349 -4.0088 -1.9408
H 0.6806 -2.9882 -3.0560
H 1.1323 -3.1606 -1.3836
H -2.0657 2.4057 -0.5253
H -1.0693 0.7534 -2.8288
H -2.0312 2.2752 -2.7662
H -2.7160 0.7966 -2.1381
H 0.5068 2.6490 -0.0139
H 1.9429 2.6583 -1.8699
H 0.9231 1.3509 -2.3448
H 1.5038 3.4710 -4.0041
H -0.0869 3.9723 -3.4031
H 0.1085 2.4127 -4.1352
F 2.3807 5.3230 6.5576
C 2.1917 5.7451 5.2920
C 2.3993 7.0759 4.9883
C 2.2081 7.5071 3.6829
C 1.8045 6.6081 2.7043
C 1.5966 5.2747 3.0297
C 1.7954 4.8360 4.3311
H 2.7063 7.7622 5.7668
H 2.3737 8.5460 3.4293
H 1.6547 6.9467 1.6943
H 1.2784 4.5747 2.2679
H 1.6460 3.7988 4.6024
```

Values from the calculation:
SMILES ... CCOCCOCCOC[C@@](CNC)(N=C(C)C)O[C@H](C)[C@@H](CC)N(N=C=S)S(=O)(=O)F.Fc1ccccc1
Spin multiplicity ... 1
Orbital gap ... 8.05 eV


# 2
ORCA calculation (ωB97M-V/def2-TZVPD) on a 2-piece molecular cluster, C25H42F7N2O5S overall in a non-equilibrium geometry.

The geometry in XYZ format:
```
82
Properties=species:S:1:pos:R:3
O 2.1000 3.2128 2.3746
S 1.4665 2.4523 1.2668
O 0.4522 1.5753 1.8851
N 0.7511 3.4660 0.2193
C 1.6752 4.5051 -0.2854
C 0.9156 5.8174 -0.7508
C -0.3535 6.1452 0.1118
C -1.7068 5.5778 -0.5115
C -2.4992 4.6762 0.5210
C -4.0624 4.9492 0.5439
C -4.6201 4.4309 1.9308
C -5.5555 3.1598 1.7600
C -5.0229 1.8731 2.5339
C -4.4492 0.8416 1.4682
C -5.6563 0.2370 0.6229
C -5.2164 -0.2777 -0.7886
N -4.9193 0.7941 -1.7519
C -5.8075 1.6509 -2.4078
C -5.0077 2.4917 -3.2802
C -3.5732 2.1003 -3.1337
C -3.6104 1.0282 -2.1512
C 2.8675 1.4654 0.5311
F 3.7092 2.2539 -0.2453
F 3.6676 1.0456 1.5970
C 2.4351 0.2339 -0.3726
F 1.0907 0.0306 -0.4595
F 2.8651 0.5003 -1.6743
C 3.1501 -1.1336 0.0117
F 2.6634 -2.0739 -0.8810
F 2.8202 -1.5926 1.2410
F 4.4886 -0.9669 -0.1654
H 2.5245 4.7582 0.4093
H 2.1685 4.0833 -1.2176
H 0.7324 5.8205 -1.8589
H 1.6475 6.6619 -0.5738
H -0.4876 7.2686 0.1202
H -0.2327 5.8613 1.1912
H -2.3903 6.4479 -0.7462
H -1.5340 5.0661 -1.4962
H -2.3782 3.5748 0.3205
H -2.0838 4.9234 1.5347
H -4.3217 6.0382 0.4440
H -4.4905 4.4245 -0.3494
H -5.1844 5.2045 2.5139
H -3.7566 4.1053 2.5754
H -5.6437 2.9575 0.6556
H -6.6023 3.3401 2.1340
H -4.2480 2.1141 3.3048
H -5.8850 1.3790 3.0655
H -4.0025 -0.0155 2.0487
H -3.6634 1.3042 0.8170
H -5.9842 -0.6761 1.2044
H -6.5448 0.9186 0.6158
H -4.3015 -0.9085 -0.6717
H -6.0705 -0.8713 -1.2269
H -6.9141 1.6703 -2.2859
H -5.3812 3.2788 -3.9752
H -2.6940 2.5126 -3.6686
H -2.6960 0.4922 -1.8113
C 4.2339 -4.7306 2.2942
O 4.1930 -5.5742 1.1610
C 3.9748 -4.8445 -0.0403
C 4.3696 -5.6773 -1.2472
O 5.7764 -5.6914 -1.4876
C 6.5567 -6.4767 -0.5916
C 6.4162 -7.9714 -0.8251
O 5.2187 -8.4598 -0.2347
C 4.8098 -9.6882 -0.7946
H 3.2843 -4.2005 2.4165
H 4.4102 -5.3518 3.1723
H 5.0570 -4.0127 2.2075
H 4.5569 -3.9161 -0.0305
H 2.9067 -4.6039 -0.0958
H 3.9323 -5.2102 -2.1332
H 3.9699 -6.6902 -1.1889
H 6.3567 -6.2062 0.4465
H 7.5945 -6.2015 -0.7994
H 7.2577 -8.4975 -0.3559
H 6.4181 -8.1728 -1.9028
H 4.6003 -9.5707 -1.8639
H 3.8916 -9.9990 -0.2967
H 5.5751 -10.4570 -0.6435
```

Values from the calculation:
Total charge ... -1
Spin multiplicity ... 1
Orbital gap ... 7.00 eV


# 3
ORCA calculation (ωB97M-V/def2-TZVPD) on C25H43BBr5ClF7KMgN4O7P3 as an isolated structure in a non-equilibrium geometry.

The geometry in XYZ format:
```
98
Properties=species:S:1:pos:R:3
C -0.9010 1.5077 0.5718
C -1.7337 1.8638 -0.4120
B -3.2972 2.0493 -0.0968
O -3.6209 2.9020 1.0887
C -4.6594 3.6893 0.6742
P -5.6957 4.1534 2.0056
O -6.8957 4.7305 1.5789
C -5.3348 2.9086 -0.4266
P -6.4119 1.4810 -0.1517
O -6.7603 0.7919 -1.2577
O -7.6059 1.9972 0.5685
O -5.6996 0.4426 0.8215
O -4.2465 2.5450 -1.1708
H -0.4508 0.5992 0.6495
H -0.6698 2.1799 1.3346
H -1.3876 2.0355 -1.3972
H -3.6785 0.8801 0.2507
H -4.2158 4.4918 0.1769
H -4.9476 4.9735 2.8496
H -5.9036 2.9605 2.6904
H -5.9567 3.5479 -0.9658
H -7.9860 2.6961 0.0320
H -4.8413 0.8518 1.0303
Br 1.4923 -1.0280 -0.9439
C 0.2858 -2.4332 -1.4631
C -0.9193 -1.8366 -2.1091
Br -1.9663 -0.8899 -0.7715
H 0.0830 -2.9757 -0.5472
H 0.7833 -3.0927 -2.1669
H -1.5383 -2.6134 -2.5463
H -0.6992 -1.0915 -2.8590
C -1.1241 0.8087 4.1834
N -0.3136 2.0294 4.0273
C -0.6676 2.8785 3.0387
C 0.0138 4.0344 2.8410
C 1.0891 4.3577 3.6719
C 1.4417 3.4508 4.6771
C 0.7294 2.3012 4.8299
C 1.8187 5.6244 3.5070
C 1.9413 6.5303 4.5640
C 2.6572 7.6746 4.3946
N 3.2567 7.9495 3.2213
C 3.1368 7.1027 2.1794
C 2.4313 5.9513 2.2915
C 4.0708 9.1744 3.0571
H -1.1023 0.3030 3.2207
H -2.1367 1.1059 4.4335
H -0.7236 0.1726 4.9603
H -1.5141 2.5914 2.4239
H -0.3042 4.6929 2.0493
H 2.2756 3.6372 5.3330
H 0.9673 1.5742 5.5876
H 1.4740 6.3452 5.5167
H 2.7766 8.3963 5.1838
H 3.6377 7.3849 1.2679
H 2.3735 5.2924 1.4403
H 3.6750 9.7536 2.2302
H 5.0978 8.8880 2.8591
H 4.0231 9.7552 3.9667
C -1.5550 -5.8546 -3.2527
C -0.9507 -4.8947 -4.1433
N -0.4694 -4.1017 -4.8066
H -0.7898 -6.4301 -2.7392
H -2.1682 -5.3542 -2.5056
H -2.1787 -6.5413 -3.8149
F -1.6973 -9.0450 -7.6436
P -0.5822 -8.0889 -6.7050
F -1.6657 -8.5095 -5.4129
F 0.9967 -7.6294 -6.5271
F 0.0744 -9.6097 -6.4047
F -0.9370 -6.5569 -6.1185
F -0.4716 -7.3275 -8.1790
C 6.1258 -5.2364 -1.2652
C 4.8633 -4.3924 -1.3943
C 4.2811 -3.9426 -0.0528
O 3.5882 -4.9097 0.6666
C 4.3645 -5.8276 1.4417
N 3.8894 -5.1260 -2.2029
H 5.8987 -6.2587 -0.9764
H 6.6441 -5.2781 -2.2210
H 6.8095 -4.8148 -0.5277
H 5.1324 -3.4820 -1.9412
H 3.5281 -3.1733 -0.2336
H 5.0627 -3.4832 0.5760
H 5.2579 -5.3441 1.8510
H 4.6507 -6.6986 0.8461
H 3.7388 -6.1842 2.2772
H 3.0914 -4.5280 -2.3898
H 3.5138 -5.8682 -1.6213
Mg -4.1371 -0.7234 0.5011
Cl -2.8690 -2.1028 1.3895
C 0.2590 2.2086 -4.5888
Br 0.6553 1.6193 -2.8065
Br -1.6333 2.3022 -4.8576
Br 1.1251 3.8660 -5.0026
H 0.6447 1.4701 -5.2668
F 3.0172 -7.1540 3.8053
K -3.1004 -10.5414 -6.6904
```

Values from the calculation:
Total charge ... +1
Spin multiplicity ... 1
Orbital gap ... 1.16 eV


Number 1: HOMO -8.73 eV. Number 2: HOMO -4.72 eV. Number 3: HOMO -7.00 eV.